# C23H53AlNO4P3

C23H53AlNO4P3 as an isolated structure (ωB97M-V/def2-TZVPD, the Open Molecules 2025 dataset).

Element x y z (Å)
Al 0.29839 0.10470 -1.20288
P 0.32174 -2.26377 -1.57771
P 0.26595 2.48834 -1.29880
N 0.61802 0.19949 -3.11368
C 0.40892 -2.24639 -3.41228
H 0.99111 -3.09867 -3.77744
H -0.61016 -2.33914 -3.80583
C 1.04063 -0.93766 -3.89967
H 2.14755 -1.04344 -3.93453
H 0.72707 -0.78103 -4.94809
C 1.03617 1.42133 -3.76203
H 0.71925 1.38213 -4.82072
H 2.14280 1.53462 -3.78963
C 0.39605 2.66305 -3.13086
H -0.61567 2.79625 -3.53259
H 0.98308 3.54930 -3.39356
C 1.81393 3.35613 -0.76458
C 2.18431 2.98362 0.67356
H 3.15003 3.45354 0.90528
H 2.29947 1.90006 0.80035
H 1.43942 3.34633 1.39752
C -1.29205 3.38408 -0.85092
C -1.46061 3.58877 0.65504
H -2.46336 3.99438 0.84090
H -0.73009 4.31254 1.05213
H -1.37035 2.65204 1.21393
C -1.23119 -3.17922 -1.18890
C -1.31099 -3.51062 0.30112
H -2.34889 -3.77137 0.55329
H -1.01570 -2.66662 0.93466
H -0.68088 -4.37439 0.56272
C 1.84691 -3.21607 -1.14939
C 2.23114 -3.02206 0.31624
H 3.22253 -3.46986 0.47616
H 1.52467 -3.53110 0.98884
H 2.29282 -1.96139 0.58662
C 2.35557 0.06202 -0.69049
O 3.50930 0.05045 -0.57963
C -1.51693 4.69402 -1.60704
H -0.82367 5.47612 -1.27298
H -1.43445 4.57261 -2.69270
H -2.53647 5.03512 -1.38561
C -1.49630 -4.42006 -2.04476
H -2.51835 -4.75911 -1.83112
H -1.42952 -4.21683 -3.11957
H -0.81370 -5.23906 -1.78687
C 1.78319 -4.70030 -1.51943
H 2.78273 -5.12681 -1.36437
H 1.09088 -5.25157 -0.86733
H 1.51219 -4.86567 -2.56953
C 1.78047 4.87243 -0.98145
H 1.08379 5.36579 -0.28927
H 2.78379 5.26695 -0.77385
H 1.53023 5.14857 -2.01424
H 2.57409 2.92620 -1.43895
H 2.61584 -2.72304 -1.76923
H -2.05272 2.65378 -1.17951
H -1.99795 -2.42038 -1.42654
H -2.04309 -0.02537 -2.39779
H -2.23573 0.04745 -1.65062
C -0.78346 2.66117 4.28549
C -0.37615 1.26570 3.92532
O 0.11951 1.21663 2.54345
P -0.20210 0.04286 1.41090
O -1.82701 -0.06768 1.54277
C -2.79984 -1.06067 2.12829
C -3.82848 -0.18868 2.80155
O 0.40178 -1.29489 2.10330
C 0.21925 -2.07253 3.42120
C 1.60860 -2.32210 3.92056
H 0.05601 3.36216 4.28245
H -1.14725 2.59291 5.31214
H -1.57937 3.05301 3.65264
H 0.44325 0.90674 4.55647
H -1.22864 0.58229 4.06125
H -3.20781 -1.64162 1.28918
H -2.27360 -1.72408 2.83777
H -3.30986 0.42647 3.54429
H -4.31202 0.46450 2.06686
H -4.61750 -0.75899 3.29513
H -0.39600 -1.46171 4.09203
H -0.30914 -2.98587 3.13025
H 2.22160 -2.73814 3.11865
H 1.63173 -3.01254 4.76580
H 2.02130 -1.36615 4.26081

Computed properties:
E_HOMO: -13.911 eV
ΔE to the lowest compared entry with this formula, charge and spin: 0.0 kcal per mole
multiplicity: 1
largest force on an atom: 5.26 eV/Å
net charge: +2
frontier orbital gap: 0.282 hartree